Record 1
A structure of composition C38H86CaF12N8O19S4 at a distorted geometry, computed with ωB97M-V with the def2-TZVPD basis set.

Geometry as XYZ:
```
168
Properties=species:S:1:pos:R:3
Ca 16.2142 24.5734 -9.3399
C 18.5544 28.5718 -8.0335
F 19.8254 28.7672 -7.7774
F 17.9667 27.9315 -7.0277
F 17.9740 29.7630 -8.1669
S 18.2696 27.5861 -9.6666
O 17.2052 26.6627 -9.3316
O 17.9847 28.4988 -10.7328
N 19.7783 26.7283 -9.6624
S 20.8439 27.4073 -10.6048
O 20.8157 28.8543 -10.7521
O 22.1623 26.9184 -10.2682
C 20.4897 26.6029 -12.3045
F 21.5739 26.6941 -13.0901
F 20.2062 25.3163 -12.1318
F 19.4815 27.2464 -12.8806
C 15.5565 24.1289 -13.3701
F 16.5394 23.6585 -14.1145
F 14.5674 24.5940 -14.0908
F 15.0342 23.1720 -12.6043
S 16.2802 25.4049 -12.1885
O 17.3227 24.6778 -11.5106
O 16.5172 26.6551 -12.8241
N 15.0509 25.3953 -10.9840
S 14.0919 26.5739 -11.3944
O 14.4072 27.6886 -10.5337
O 13.8910 26.9106 -12.7722
C 12.4138 26.0158 -10.6964
F 12.5064 25.8736 -9.3749
F 11.5357 26.9524 -11.0144
F 11.9870 24.8411 -11.2089
C 16.0421 32.9267 -9.1521
O 15.5875 32.9026 -10.4756
C 15.5293 31.6967 -11.1903
C 16.0374 32.0021 -12.6204
N 15.4724 31.1103 -13.6099
C 15.6543 29.6937 -13.2819
C 15.3468 28.9101 -14.5899
O 16.1578 29.4708 -15.6217
C 17.4767 28.9798 -15.6422
H 15.9805 33.9554 -8.7978
H 17.0702 32.5540 -9.1244
H 15.4049 32.3643 -8.4571
H 14.4967 31.3391 -11.2300
H 16.1940 30.8995 -10.8431
H 17.1328 31.9173 -12.5655
H 15.7847 33.0107 -12.9475
H 15.7401 31.1819 -14.5821
H 14.8672 29.3901 -12.5858
H 16.6184 29.4884 -12.8036
H 14.3048 29.0462 -14.8874
H 15.4655 27.8278 -14.6279
H 17.5458 28.0190 -16.1794
H 17.9005 28.6423 -14.6917
H 18.1354 29.6336 -16.2067
C 14.5048 29.7388 -23.3284
O 15.0006 28.4880 -23.7889
C 13.9932 27.5186 -23.9700
C 13.8567 26.5277 -22.8196
N 13.6513 27.2003 -21.5311
C 13.8139 26.2587 -20.4393
C 13.8293 26.8936 -19.0523
O 14.9678 26.3886 -18.3476
C 14.8563 26.4677 -16.9541
H 13.8011 30.1744 -24.0470
H 15.3444 30.4299 -23.2985
H 13.9820 29.6562 -22.3750
H 14.3636 26.9495 -24.8290
H 13.0521 28.0067 -24.2377
H 14.7334 25.8776 -22.6750
H 13.0455 25.7998 -22.9277
H 14.4911 27.7760 -21.4383
H 14.6297 25.5276 -20.4920
H 12.9170 25.6263 -20.3919
H 12.8976 26.7883 -18.4916
H 14.0174 27.9743 -19.0917
H 14.3024 27.3407 -16.5934
H 15.8205 26.4509 -16.4501
H 14.2552 25.6277 -16.5779
C 7.0546 19.0483 -9.6286
O 8.1207 19.5718 -10.4013
C 8.6221 20.8065 -9.9445
C 9.6154 21.3806 -10.9206
N 10.7973 20.5357 -10.9014
C 11.8411 20.9497 -11.8380
C 11.4855 20.7204 -13.2733
O 12.5310 21.1954 -14.0883
C 12.4028 20.9037 -15.4613
H 7.4485 18.9579 -8.6069
H 6.9394 18.0105 -9.9327
H 6.1276 19.6195 -9.5986
H 9.1628 20.6274 -9.0049
H 7.7905 21.4976 -9.7644
H 9.9155 22.3559 -10.5179
H 9.1312 21.6540 -11.8656
H 10.5621 19.5670 -11.0873
H 12.6912 20.3637 -11.4666
H 12.2156 21.9653 -11.6674
H 10.5137 21.1508 -13.5324
H 11.4035 19.6301 -13.4002
H 12.3260 19.8167 -15.6001
H 13.3132 21.2794 -15.9188
H 11.4754 21.2863 -15.8998
C 14.8047 27.0155 -7.1744
O 14.8359 25.6863 -7.6933
C 14.3487 24.7568 -6.7232
C 13.7739 23.4643 -7.3176
N 14.7701 22.7727 -8.1613
C 14.1579 22.1354 -9.3422
C 15.2422 21.3628 -10.1136
O 16.4309 22.1576 -10.3151
C 17.5595 21.4326 -10.8356
H 15.2105 27.6823 -7.9318
H 15.3906 27.2201 -6.2733
H 13.7902 27.3295 -6.9289
H 13.5776 25.2169 -6.1020
H 15.2285 24.5369 -6.1052
H 12.8895 23.7327 -7.8993
H 13.4514 22.8343 -6.4871
H 14.9832 21.9855 -7.5540
H 13.5981 22.8742 -9.9177
H 13.4963 21.2926 -9.1112
H 14.9806 20.9623 -11.0905
H 15.5078 20.5975 -9.3760
H 18.4821 21.7913 -10.3952
H 17.4514 21.3790 -11.9183
H 17.4783 20.3748 -10.5593
C 10.9861 27.9936 -7.6133
O 11.2254 27.2306 -6.4624
C 11.4991 28.0544 -5.3276
C 11.6867 27.1594 -4.0764
N 10.5020 26.6837 -3.4028
C 9.5596 27.6862 -2.9149
C 8.2052 27.0438 -2.6555
O 7.7330 26.3467 -3.8002
C 6.5659 25.6313 -3.5450
H 10.3251 28.8467 -7.4440
H 10.5776 27.4042 -8.4356
H 11.9507 28.3225 -8.0281
H 10.7383 28.8053 -5.1103
H 12.4574 28.5382 -5.5411
H 12.3734 27.6954 -3.4175
H 12.2546 26.3084 -4.4619
H 9.9849 26.1371 -4.0852
H 9.3713 28.4153 -3.7137
H 9.8897 28.2354 -2.0341
H 7.4705 27.8257 -2.4326
H 8.2242 26.3549 -1.8050
H 6.3902 24.9411 -4.3714
H 5.6939 26.2905 -3.4560
H 6.6160 25.0017 -2.6480
C 7.7671 25.8843 -11.3797
C 8.3324 25.0632 -12.5345
C 7.2447 24.2987 -13.2677
O 6.7326 23.2958 -12.3905
C 5.5875 22.7089 -12.9787
N 9.0575 25.9125 -13.5061
H 7.0788 25.2502 -10.8220
H 7.1907 26.6762 -11.8655
H 8.5400 26.2758 -10.7211
H 9.1543 24.4548 -12.1290
H 7.6201 23.8751 -14.2039
H 6.4572 25.0273 -13.4887
H 5.3779 21.7723 -12.4593
H 5.8251 22.3431 -13.9857
H 4.7491 23.4070 -12.9914
H 9.7458 26.4241 -12.9741
H 9.3810 25.3109 -14.2485
```

Calculated values
- Maximum force: 4.53 eV Å⁻¹
- Total charge: 0
- HOMO level: -7.51 eV
- HOMO-LUMO gap: 6.8 eV

=====

Record 2
A cluster of 12 separate species, C38H86N10O12 in total at a distorted geometry, computed with ωB97M-V with the def2-TZVPD basis set.

Geometry as XYZ:
```
146
Properties=species:S:1:pos:R:3
C -5.7770 -19.3812 -1.6151
N -6.7169 -20.4308 -1.9224
C -7.8182 -20.2701 -2.7468
C -8.6247 -21.4944 -3.0682
O -8.0956 -19.2369 -3.3584
H -4.7638 -19.7012 -1.8586
H -5.7012 -19.0737 -0.5721
H -5.9283 -18.4927 -2.2280
H -6.5460 -21.3112 -1.4577
H -8.9270 -21.8538 -2.0845
H -7.9911 -22.2995 -3.4402
H -9.4569 -21.3125 -3.7482
C -4.7604 -3.0880 1.0371
N -5.1832 -3.6220 -0.2463
C -6.0495 -4.6035 -0.4924
C -6.4244 -4.8081 -1.9234
O -6.5316 -5.3293 0.3315
H -4.6912 -2.0037 0.9493
H -3.7985 -3.5646 1.2255
H -5.4865 -3.2755 1.8281
H -4.9518 -3.1068 -1.0836
H -5.6933 -4.3240 -2.5709
H -7.3394 -4.2174 -1.8802
H -6.5311 -5.8642 -2.1713
C -6.1399 -14.3281 -7.8252
N -5.5941 -15.6598 -7.5762
C -4.3606 -16.0088 -7.8570
C -4.0388 -17.5423 -7.7939
O -3.4814 -15.1977 -8.2709
H -5.7388 -13.5593 -7.1647
H -7.2070 -14.5219 -7.7167
H -5.9126 -14.0847 -8.8631
H -6.2507 -16.3050 -7.1606
H -4.6691 -18.0879 -8.4963
H -3.9806 -17.9351 -6.7788
H -3.0589 -17.7665 -8.2154
C 0.1555 -10.1329 9.3281
N 0.8949 -11.2529 9.7554
C 1.6984 -12.0637 9.0470
C 2.3469 -13.1498 9.8649
O 1.9916 -11.9616 7.8685
H 0.2987 -9.9913 8.2569
H 0.4828 -9.1911 9.7685
H -0.9004 -10.3596 9.4762
H 0.8536 -11.3603 10.7588
H 3.3385 -12.8180 10.1726
H 2.4473 -14.0451 9.2515
H 1.7658 -13.4504 10.7367
C -6.0778 -6.8962 7.5980
N -6.3369 -6.5622 8.9800
C -6.0200 -5.3806 9.4496
C -6.4733 -5.0415 10.8819
O -5.4162 -4.5503 8.7667
H -6.9189 -6.6874 6.9369
H -5.7663 -7.9408 7.6022
H -5.1735 -6.4153 7.2250
H -6.7364 -7.2339 9.6197
H -7.1571 -4.1931 10.9078
H -5.6894 -4.6984 11.5572
H -6.9318 -5.9431 11.2881
C -1.3768 -8.9400 -8.5936
N -0.5254 -9.9577 -8.0745
C 0.6469 -9.7425 -7.4775
C 1.4935 -10.9457 -7.0382
O 1.1013 -8.6328 -7.3445
H -2.4470 -9.1386 -8.6518
H -1.1160 -8.6773 -9.6188
H -1.3181 -8.0246 -8.0047
H -0.7759 -10.9158 -8.2724
H 1.4684 -11.0087 -5.9503
H 2.5427 -10.8365 -7.3127
H 1.1204 -11.8659 -7.4878
C -0.1817 -2.2663 -3.7244
N 0.0098 -0.7976 -3.7575
C -0.9530 0.1029 -3.6583
C -0.4830 1.5926 -3.6752
O -2.1474 -0.1645 -3.5971
H 0.8426 -2.6354 -3.7752
H -0.5883 -2.6297 -4.6681
H -0.7205 -2.6469 -2.8566
H 0.9781 -0.5162 -3.8158
H -0.7178 2.1130 -4.6037
H 0.5607 1.7270 -3.3913
H -1.0698 2.0668 -2.8885
C -9.5713 -12.5464 -0.6156
N -10.0928 -11.4079 0.2016
C -11.2729 -11.4756 0.8469
C -11.5234 -10.2350 1.6737
O -12.0689 -12.4158 0.7304
H -9.9408 -12.6057 -1.6393
H -9.9078 -13.5032 -0.2164
H -8.4870 -12.5694 -0.7249
H -9.5364 -10.5656 0.2320
H -11.9292 -10.4547 2.6612
H -12.2548 -9.6054 1.1670
H -10.6146 -9.6678 1.8743
C -4.9778 -15.8960 8.6068
N -6.2821 -15.5764 8.0745
C -6.5580 -15.8740 6.7914
C -7.9730 -15.6406 6.3335
O -5.7359 -16.3840 6.0381
H -4.3051 -15.0489 8.4723
H -4.5769 -16.8627 8.3022
H -5.0745 -16.0238 9.6850
H -6.8127 -14.8778 8.5750
H -8.6771 -16.4600 6.4786
H -7.8214 -15.3510 5.2937
H -8.4099 -14.8015 6.8749
C 2.5561 -18.4067 -3.1160
N 3.2099 -19.7050 -3.1012
C 2.9184 -20.7330 -3.9262
C 3.4439 -22.0885 -3.5569
O 2.1715 -20.6865 -4.9006
H 2.1016 -18.1588 -2.1568
H 1.7828 -18.2587 -3.8698
H 3.2808 -17.6138 -3.3008
H 3.7841 -19.9118 -2.2965
H 3.8297 -22.5078 -4.4860
H 2.6867 -22.6617 -3.0220
H 4.3274 -21.8922 -2.9494
C -2.0530 -9.7219 1.1432
C -1.8443 -9.6632 -0.3419
C -1.8835 -11.1545 -0.6978
O -2.6906 -11.7683 0.2612
C -3.0862 -10.8009 1.3024
H -2.4168 -8.7485 1.4721
H -1.0663 -9.8596 1.5855
H -0.9096 -9.1889 -0.6410
H -2.6802 -9.2034 -0.8691
H -0.8855 -11.5880 -0.6334
H -2.3406 -11.2302 -1.6844
H -3.1733 -11.2268 2.3020
H -4.1294 -10.5348 1.1323
C 3.1954 -4.4360 4.1086
C 3.4466 -3.7938 2.7494
C 4.9807 -3.8861 2.5881
O 5.4544 -4.8994 3.5134
C 4.2697 -5.5726 4.0032
H 2.1985 -4.8644 4.2128
H 3.4834 -3.7616 4.9151
H 3.0561 -2.7762 2.7440
H 2.9198 -4.3617 1.9824
H 5.4227 -2.8933 2.6713
H 5.1885 -4.3185 1.6093
H 4.4996 -5.9175 5.0113
H 3.9085 -6.3751 3.3600
```

Calculated values
- Maximum force: 4.38 eV Å⁻¹
- Total charge: 0
- HOMO level: -9.36 eV
- Relative energy (zero: lowest compared OMol25 entry of this formula, charge and spin): 0.0 kcal/mol
- SMILES string: CNC(C)=O.CNC(C)=O.CNC(C)=O.CNC(C)=O.CNC(C)=O.CNC(C)=O.CNC(C)=O.CNC(C)=O.CNC(C)=O.CNC(C)=O.C1CCOC1.C1CCOC1
- HOMO-LUMO gap: 9.6 eV

=====

Result set for electronic energy: -6835.55785, -2949.92918 a.u., one per record in the order listed.